The following is a quantum chemistry calculation of a structure of composition C27H77AsF6O11, from the Open Molecules 2025 dataset.

Last column: Mulliken charge in e.
CARTESIAN COORDINATES (ANGSTROEM)
O: 17.22 -10.37 -13.68  -0.293
H: 18.07 -10.81 -13.63  0.507
H: 16.60 -10.90 -13.18  0.422
H: 16.93 -10.36 -14.60  0.222
As: 14.58 -6.98 -13.78  2.085
F: 14.80 -7.64 -15.44  -0.388
F: 16.08 -5.97 -13.96  -0.598
F: 14.41 -6.29 -12.09  -0.573
F: 13.03 -7.80 -13.59  -0.421
F: 15.46 -8.37 -13.19  -0.280
F: 13.72 -5.53 -14.41  -0.673
C: 11.79 -8.09 -16.75  -0.536
C: 10.31 -8.09 -16.27  0.018
O: 9.44 -7.25 -17.00  -0.558
H: 12.13 -7.06 -16.64  0.127
H: 11.78 -8.30 -17.81  0.558
H: 12.42 -8.77 -16.18  -0.131
H: 10.39 -7.88 -15.20  -0.139
H: 9.90 -9.10 -16.37  0.293
H: 9.25 -7.69 -17.83  0.350
C: 14.13 -1.26 -15.36  -1.653
C: 14.30 -2.40 -14.36  0.850
O: 13.06 -3.04 -14.28  -0.704
H: 13.16 -0.77 -15.21  0.394
H: 13.98 -1.61 -16.38  0.347
H: 14.94 -0.55 -15.25  0.379
H: 14.42 -1.95 -13.37  0.107
H: 15.09 -3.09 -14.64  -0.258
H: 13.29 -3.97 -14.29  0.498
C: 15.49 -3.25 -11.20  -0.639
C: 16.78 -3.68 -11.93  0.377
O: 17.78 -3.16 -11.15  -0.601
H: 14.58 -3.50 -11.74  -0.057
H: 15.44 -2.18 -11.00  0.516
H: 15.43 -3.89 -10.32  0.072
H: 16.79 -3.26 -12.93  0.026
H: 16.89 -4.75 -12.10  -0.060
H: 17.83 -2.20 -11.15  0.351
C: 17.40 -6.94 -7.93  -1.444
C: 16.60 -8.15 -8.32  0.564
C: 16.36 -8.18 -9.83  -0.629
O: 17.24 -9.35 -7.95  -0.579
H: 18.32 -6.88 -8.52  0.345
H: 17.73 -7.03 -6.89  0.407
H: 16.93 -5.96 -8.03  0.274
H: 15.61 -8.17 -7.86  0.099
H: 17.33 -8.22 -10.33  0.590
H: 15.83 -7.31 -10.19  0.026
H: 15.72 -9.04 -10.04  -0.046
H: 17.34 -9.37 -7.00  0.341
C: 13.34 -12.49 -13.72  -1.490
C: 14.03 -11.39 -12.92  2.402
C: 13.31 -11.15 -11.61  -1.054
O: 15.29 -11.93 -12.61  -0.689
H: 13.87 -12.79 -14.63  0.416
H: 12.42 -12.04 -14.09  0.071
H: 13.13 -13.39 -13.14  0.522
H: 14.13 -10.51 -13.55  -1.122
H: 12.25 -10.91 -11.68  0.003
H: 13.88 -10.36 -11.12  -0.006
H: 13.27 -11.99 -10.92  0.400
H: 15.11 -12.84 -12.39  0.432
C: 9.83 -9.37 -12.79  -0.597
C: 8.70 -9.84 -13.65  0.803
C: 9.03 -11.12 -14.38  -1.507
O: 7.59 -10.06 -12.77  -0.603
H: 10.82 -9.42 -13.23  -0.228
H: 9.90 -10.05 -11.94  0.590
H: 9.56 -8.35 -12.53  0.038
H: 8.48 -9.09 -14.40  0.232
H: 10.02 -11.11 -14.82  0.209
H: 8.39 -11.24 -15.26  0.375
H: 9.03 -12.03 -13.77  0.400
H: 7.47 -9.21 -12.34  0.357
C: 13.14 -6.18 -7.97  -1.405
C: 12.18 -6.97 -8.82  1.276
C: 12.64 -8.29 -9.34  -0.465
O: 11.08 -7.20 -7.98  -0.636
H: 14.12 -6.02 -8.42  0.073
H: 13.22 -6.62 -6.98  0.410
H: 12.77 -5.18 -7.74  0.477
H: 11.98 -6.36 -9.70  -0.637
H: 11.85 -8.78 -9.91  0.176
H: 12.94 -8.88 -8.48  0.429
H: 13.50 -8.10 -9.98  -0.255
H: 10.82 -6.30 -7.77  0.412
C: 10.61 -5.30 -12.68  0.565
C: 10.11 -3.83 -12.51  0.415
C: 9.07 -3.63 -11.42  -1.464
O: 11.22 -3.00 -12.33  -0.513
H: 11.32 -5.42 -13.49  -0.101
H: 9.74 -5.95 -12.80  0.251
H: 11.09 -5.61 -11.75  -0.598
H: 9.62 -3.46 -13.40  0.305
H: 8.12 -4.06 -11.74  0.378
H: 8.94 -2.57 -11.19  0.384
H: 9.40 -4.11 -10.50  0.242
H: 11.63 -2.97 -13.20  0.367
C: 16.24 -9.50 -17.54  -1.361
C: 15.50 -10.47 -16.60  2.147
C: 14.47 -11.29 -17.30  -1.379
O: 16.46 -11.31 -16.04  -0.730
H: 16.71 -10.13 -18.30  0.442
H: 16.97 -8.85 -17.06  0.292
H: 15.43 -8.92 -17.98  0.320
H: 15.03 -9.97 -15.76  -1.022
H: 14.85 -11.60 -18.27  0.449
H: 13.61 -10.72 -17.65  0.261
H: 14.07 -12.14 -16.75  0.270
H: 16.71 -11.93 -16.72  0.375
C: 18.29 -3.62 -17.60  -1.545
C: 17.33 -4.05 -16.49  0.919
C: 16.01 -4.54 -17.12  -0.988
O: 17.82 -5.11 -15.74  -0.624
H: 18.38 -4.48 -18.27  0.381
H: 19.26 -3.30 -17.22  0.383
H: 17.88 -2.80 -18.19  0.353
H: 17.16 -3.27 -15.75  -0.030
H: 15.44 -5.21 -16.48  0.027
H: 16.17 -5.05 -18.07  0.416
H: 15.41 -3.66 -17.38  0.244
H: 17.14 -5.39 -15.14  0.473

HOMO energy = -8.9 eV
Gap between HOMO and LUMO = 7.87 eV
Relative energy (zero: lowest compared OMol25 entry of this formula, charge and spin) = 108.30 kcal per mole


The following is a quantum chemistry calculation of a cluster of 9 separate species, C27H78N12O9 in total, from the Open Molecules 2025 dataset.

Last column: Mulliken charge in e.
CARTESIAN COORDINATES (ANGSTROEM)
C: -0.72 -1.64 -5.61  -0.552
O: -1.10 -0.34 -5.29  -0.402
C: -0.16 0.67 -5.36  -0.866
C: 1.07 0.47 -4.46  0.015
C: 0.69 0.67 -3.01  -0.335
N: 2.12 1.42 -4.89  -0.593
H: -0.08 -1.66 -6.49  0.298
H: -1.54 -2.24 -6.01  0.278
H: -0.18 -1.90 -4.70  0.126
H: 0.23 0.77 -6.37  0.424
H: -0.65 1.61 -5.08  0.293
H: 1.45 -0.54 -4.63  0.363
H: 0.04 -0.17 -2.73  0.389
H: 0.13 1.60 -2.95  -0.371
H: 1.45 0.57 -2.23  0.401
H: 2.88 1.25 -4.24  0.229
H: 2.49 1.05 -5.76  0.307
C: -4.32 2.47 -0.36  -0.637
O: -4.12 1.06 -0.36  -0.366
C: -5.39 0.28 -0.16  -1.108
C: -5.04 -1.06 0.39  1.413
C: -4.31 -1.95 -0.56  -1.776
N: -6.30 -1.67 0.61  -0.724
H: -4.83 2.93 -1.21  0.344
H: -3.35 2.94 -0.24  -0.068
H: -4.69 2.75 0.63  0.415
H: -6.06 0.81 0.52  0.421
H: -5.80 0.26 -1.17  0.226
H: -4.43 -1.00 1.29  0.027
H: -5.02 -2.27 -1.32  0.693
H: -3.92 -2.85 -0.07  0.325
H: -3.51 -1.37 -1.02  0.205
H: -6.41 -1.93 1.59  0.269
H: -6.44 -2.53 0.10  0.243
C: 2.32 -6.42 0.12  -0.447
O: 2.81 -6.03 -1.11  -0.349
C: 3.78 -4.95 -1.03  -1.051
C: 3.29 -3.58 -0.48  0.872
C: 2.19 -2.93 -1.35  -0.850
N: 4.49 -2.75 -0.43  -0.817
H: 1.53 -5.73 0.40  -0.071
H: 2.95 -6.39 1.01  0.342
H: 1.91 -7.43 0.08  0.317
H: 4.63 -5.31 -0.45  0.464
H: 4.21 -4.87 -2.03  0.318
H: 3.02 -3.71 0.57  0.262
H: 1.47 -3.72 -1.58  0.307
H: 2.57 -2.58 -2.32  0.484
H: 1.76 -2.06 -0.86  -0.286
H: 4.26 -1.86 -0.01  0.227
H: 5.17 -3.18 0.19  0.288
C: 2.68 4.42 -3.22  -0.429
O: 1.65 4.96 -2.38  -0.508
C: 0.32 4.54 -2.63  0.466
C: -0.72 5.13 -1.62  -0.004
C: -0.61 6.66 -1.28  -1.559
N: -0.83 4.39 -0.33  -0.399
H: 2.71 3.34 -3.14  -0.148
H: 3.65 4.83 -2.92  0.302
H: 2.36 4.58 -4.25  0.371
H: -0.10 4.80 -3.60  0.590
H: 0.36 3.45 -2.50  -0.499
H: -1.70 5.03 -2.09  0.504
H: 0.38 6.89 -0.89  0.300
H: -1.39 6.94 -0.57  0.416
H: -0.78 7.22 -2.20  0.397
H: -1.72 4.68 0.04  0.373
H: -0.90 3.41 -0.58  -0.156
C: 0.90 -1.51 2.16  -0.465
O: -0.44 -1.75 1.73  0.449
C: -0.88 -1.04 0.62  -0.903
C: -0.68 0.57 0.70  2.119
C: -1.53 1.17 1.85  -1.330
N: -1.20 1.25 -0.52  -0.153
H: 1.59 -1.71 1.34  -0.220
H: 1.18 -2.16 2.98  0.433
H: 1.02 -0.49 2.54  0.064
H: -0.48 -1.48 -0.29  0.281
H: -1.96 -1.15 0.52  -0.364
H: 0.40 0.67 0.76  -0.290
H: -1.27 2.18 2.15  0.351
H: -1.25 0.66 2.77  -0.067
H: -2.60 1.09 1.68  0.259
H: -2.20 1.28 -0.40  -0.112
H: -0.97 0.70 -1.33  -0.265
C: 5.22 1.57 -0.01  -0.891
O: 3.91 1.19 0.37  -0.328
C: 3.03 2.20 -0.01  0.797
C: 2.91 3.31 1.04  0.422
C: 2.25 2.72 2.27  -1.089
N: 2.12 4.41 0.54  -0.707
H: 5.95 0.86 0.39  0.281
H: 5.52 2.61 0.09  0.316
H: 5.25 1.29 -1.06  0.327
H: 3.34 2.57 -0.99  0.503
H: 2.11 1.66 -0.18  -1.106
H: 3.85 3.79 1.29  0.366
H: 2.66 1.74 2.49  0.353
H: 1.23 2.46 1.98  -0.199
H: 2.26 3.25 3.23  0.450
H: 1.15 4.14 0.62  0.316
H: 2.27 4.53 -0.45  0.270
N: -1.36 -6.53 0.88  -0.374
C: -1.32 -5.37 1.51  0.641
N: -0.94 -4.35 0.81  -0.169
O: -1.55 -5.18 2.71  -0.802
H: -1.12 -6.36 -0.09  0.195
H: -1.84 -7.23 1.41  0.289
H: -0.47 -4.45 -0.07  0.253
H: -0.92 -3.45 1.28  0.129
N: -1.40 -2.90 4.27  -0.130
C: -1.77 -2.31 5.38  0.454
N: -2.49 -3.13 6.12  -0.448
O: -1.35 -1.21 5.74  -0.813
H: -0.79 -2.31 3.71  0.029
H: -1.46 -3.90 4.19  0.337
H: -2.67 -2.71 7.02  0.280
H: -2.65 -4.09 5.87  0.181
N: 0.40 0.85 5.34  -0.205
C: 0.05 2.06 5.28  0.570
N: -1.30 2.07 5.33  -0.266
O: 0.81 2.99 5.35  -0.705
H: -0.27 0.09 5.37  0.197
H: 1.38 0.64 5.34  0.195
H: -1.65 1.14 5.51  0.162
H: -1.87 2.88 5.49  0.193

HOMO energy = -8.0 eV
Gap between HOMO and LUMO = 8.25 eV
Relative energy (zero: lowest compared OMol25 entry of this formula, charge and spin) = 72.83 kcal per mole


Max |F| (computed, eV/Å): 3.08; 6.97